No. 1
51
Properties=species:S:1:pos:R:3 method="wB97M-V/def2-TZVPD" total_charge=+1 lumo_ev=-2.15 smiles=OCC[NH+](CC#C[C@@](O)(c1ccccc1)C1CCCC1)CCO
O -2.25701 -0.36829 1.57291
C -2.98842 0.81089 1.75568
C -3.22748 1.49702 0.38614
N -3.37046 0.43939 -0.64569
C -2.38025 0.58938 -1.74883
C -1.05301 0.57006 -1.16967
C -0.01080 0.52564 -0.57801
C 1.11124 0.43748 0.35020
O 0.45652 0.46368 1.62762
C 1.86153 -0.86536 0.11617
C 2.37435 -1.59830 1.17967
C 3.09775 -2.75617 0.94983
C 3.31208 -3.20012 -0.34236
C 2.77853 -2.49136 -1.40519
C 2.05286 -1.33625 -1.17791
C 2.00478 1.70260 0.22039
C 3.23860 1.65246 1.14606
C 4.41632 2.10329 0.27918
C 4.04379 1.59269 -1.10766
C 2.55856 1.93414 -1.19776
C -4.74694 0.23834 -1.14363
C -5.53538 -0.59785 -0.13452
O -4.72589 -1.71946 0.13048
H -1.29971 -0.17964 1.59068
H -3.94244 0.51932 2.20364
H -2.49158 1.50956 2.43205
H -4.11387 2.12938 0.41642
H -2.36072 2.11022 0.13720
H -3.10830 -0.43678 -0.11388
H -2.49170 -0.24695 -2.44394
H -2.57064 1.52764 -2.27922
H 1.13576 0.53946 2.30754
H 2.20447 -1.28925 2.20155
H 3.49454 -3.30948 1.78714
H 3.88214 -4.09859 -0.51994
H 2.92504 -2.83843 -2.41654
H 1.62859 -0.80299 -2.01552
H 1.35646 2.53902 0.50354
H 3.11668 2.28612 2.02445
H 3.42430 0.63038 1.47962
H 5.36317 1.70491 0.63732
H 4.48200 3.19190 0.26717
H 4.62372 2.06126 -1.89966
H 4.18907 0.51265 -1.16118
H 2.44604 2.98770 -1.45695
H 2.03535 1.35058 -1.95234
H -5.22786 1.19789 -1.33674
H -4.69274 -0.32797 -2.07544
H -6.49526 -0.88429 -0.57965
H -5.73553 -0.02652 0.78142
H -5.16224 -2.31866 0.74351


No. 2
11
Properties=species:S:1:pos:R:3 method="wB97M-V/def2-TZVPD" total_charge=-1 lumo_ev=3.81
O -1.74900 0.88944 -2.35743
C -1.81004 0.41887 -1.24588
C -0.79647 -0.31048 -0.49876
H -2.69354 0.65666 -0.62861
H 0.17378 -0.55094 -0.92831
H -0.61814 0.13472 0.48365
H -1.22285 -1.31163 -0.28026
O 1.13141 0.59823 1.74274
C 2.16667 0.03591 1.34539
O 2.72799 0.01618 0.22896
H 2.69020 -0.57695 2.13851


No. 3
76
Properties=species:S:1:pos:R:3 method="wB97M-V/def2-TZVPD" lumo_ev=0.16
O -85.69966 16.92811 18.98159
C -85.65046 16.63979 17.72633
O -86.02370 17.39672 16.72892
C -86.33369 18.67044 17.07139
C -86.77876 19.37082 15.88774
C -85.37255 15.27115 17.30529
H -85.33120 19.01387 17.32641
H -86.63713 18.82734 18.03994
H -86.82148 20.44940 16.15115
H -87.58248 18.78900 15.49765
H -85.88540 19.52638 15.17217
H -84.26701 15.20954 16.98879
H -86.30332 14.80615 16.86291
H -85.12765 14.53037 18.18102
O -81.38157 20.37231 17.30823
C -82.01465 19.30645 17.40575
O -82.66617 18.71139 16.39282
C -82.30026 18.96368 15.05809
C -83.11374 17.89937 14.20262
C -82.38541 18.79889 18.82905
H -81.34161 18.82445 14.94927
H -82.71073 19.88080 14.85362
H -82.95607 17.98538 13.23781
H -84.15791 17.85535 14.48639
H -82.69075 17.02942 14.52140
H -81.88906 19.53258 19.40537
H -82.18225 17.78289 19.09301
H -83.42137 18.95326 18.79290
O -79.52802 18.48735 20.04446
C -78.85830 18.34544 18.99566
O -77.83667 19.13985 18.77449
C -77.83732 20.52835 19.34678
C -76.64117 21.32386 18.84556
C -79.12368 17.32357 17.87403
H -77.85268 20.46873 20.36194
H -78.73633 21.06504 19.05416
H -76.61676 21.36186 17.57081
H -75.80289 20.76009 19.20004
H -76.60585 22.31455 19.13737
H -78.40480 16.53333 17.74556
H -78.96626 17.79246 16.88123
H -80.12042 16.75378 17.92136
O -79.92505 14.42329 17.14960
C -81.09368 14.01660 17.36930
O -81.95769 13.52272 16.53202
C -81.59407 13.46195 15.02185
C -82.66562 12.97677 14.19308
C -81.72098 14.19666 18.73829
H -80.54160 13.03805 15.11221
H -81.40850 14.37207 14.73591
H -82.51217 13.15411 13.12773
H -83.54599 13.63668 14.40262
H -83.07018 11.88645 14.27906
H -81.01046 13.96744 19.45618
H -82.30723 13.39296 18.79994
H -82.20814 15.05345 19.02833
C -78.15799 20.36598 13.27544
C -77.82935 21.40830 14.14156
O -76.57558 21.69943 14.70609
C -78.94265 22.40457 14.52345
H -77.42198 19.47548 13.30248
H -78.08162 20.69754 11.97160
H -79.21051 20.14922 13.57730
H -78.59685 22.93272 15.28591
H -79.70375 21.83715 15.26640
H -79.38625 22.71897 13.69181
C -83.75704 14.60834 11.00887
C -82.69569 15.63849 11.11505
O -81.94527 15.74767 12.18200
C -82.38359 16.52245 10.03316
H -84.14904 14.68320 12.07144
H -83.14775 13.66026 10.55699
H -84.46465 14.85493 9.96585
H -81.93380 17.44696 10.42893
H -83.25421 16.78080 9.52572
H -81.77045 16.26839 9.25338


No. 4
38
Properties=species:S:1:pos:R:3 method="wB97M-V/def2-TZVPD" lumo_ev=0.59 smiles="NC(=O)C[C@H](N)C(=O)N[C@@H](Cc1ccc(O)cc1)C(=O)O"
N 4.78160 -2.29883 -0.49307
C 3.71349 -1.44118 -0.50812
O 2.75485 -1.51485 -1.30727
C 3.90805 -0.30344 0.54339
C 2.74388 0.69932 0.47684
N 3.12046 1.84166 1.27659
C 1.47127 0.15820 1.15003
O 1.51776 -0.17583 2.34759
N 0.26122 0.07425 0.44444
C -0.03412 0.76057 -0.77105
C -1.05157 -0.04928 -1.54343
C -2.27399 -0.32930 -0.80308
C -2.61398 -1.59619 -0.35207
C -3.84683 -1.85397 0.27779
C -4.76347 -0.83514 0.53565
O -6.02412 -1.02146 1.12338
C -4.43495 0.45813 0.10563
C -3.24312 0.69694 -0.54850
C -0.35105 2.19248 -0.42383
O -0.44658 2.61992 0.73399
O -0.36634 2.92588 -1.52356
H 5.43165 -2.16215 0.24748
H 4.78111 -3.16812 -0.98944
H 4.85346 0.18374 0.36298
H 4.03009 -0.80962 1.52786
H 2.54989 1.05390 -0.54809
H 2.44714 2.58462 1.24225
H 3.26601 1.56883 2.26172
H -0.51874 -0.18594 1.06413
H 0.83523 0.80093 -1.46666
H -1.13704 0.50949 -2.48234
H -0.54188 -1.00017 -1.76553
H -2.09533 -2.48192 -0.66781
H -4.01935 -2.89088 0.64501
H -5.96651 -1.87047 1.57259
H -5.16014 1.26720 0.32319
H -3.06923 1.77982 -0.81177
H -0.50884 3.81287 -1.25692


No. 5
10
Properties=species:S:1:pos:R:3 method="wB97M-V/def2-TZVPD" lumo_ev=-1.58
C -0.27384 0.52704 -0.32924
C 0.75022 -0.23130 0.48466
O -1.02978 1.38237 0.29911
O 1.25244 -1.30705 -0.13336
Cl 0.09690 0.78418 -1.96031
Cl -1.78345 -1.48148 -0.48164
Cl 2.07353 0.94078 0.76354
Cl 0.02602 -0.62617 2.08285
H -1.61980 1.88485 -0.29159
H 0.50777 -1.87322 -0.43403


No. 6
84
Properties=species:S:1:pos:R:3 method="wB97M-V/def2-TZVPD" s_squared=8.816 total_charge=+1 lumo_ev="-2.14 / -4.89" multiplicity=6
Pt 0.51114 2.15961 0.61797
C -1.89646 4.57471 0.33657
C -0.89176 4.93931 1.44687
N 0.46404 4.46261 1.17347
C 1.31194 5.33001 0.36297
C 0.92474 5.33781 -1.11023
S 0.83034 3.64181 -1.82653
C -0.91146 3.53521 -2.39233
C -1.91286 2.85051 -1.45343
N -1.72026 3.17791 -0.04753
H -1.75416 5.20291 -0.54083
H -2.90686 4.78091 0.71167
H -1.21306 4.44981 2.36867
H -0.90486 6.02691 1.59757
H 0.91434 4.30141 2.07387
H 2.33544 4.96371 0.45527
H 1.28354 6.36771 0.73167
H 1.68654 5.86901 -1.67663
H -0.02806 5.83061 -1.27243
H -0.85346 2.95301 -3.31073
H -1.21686 4.54611 -2.65203
H -1.78216 1.76561 -1.55343
H -2.92426 3.11651 -1.80273
H -2.30946 2.58691 0.52927
O -0.16146 0.21921 3.87127
S 0.99794 1.10741 3.22857
O 1.96394 1.36641 4.23697
O 1.48344 0.43141 2.03577
O 0.27354 2.34611 2.82947
C -4.14286 -6.26019 -3.05433
C -3.25726 -5.15779 -2.57323
C -3.70196 -4.23509 -1.63743
C -2.89606 -3.19129 -1.20773
C -3.41796 -2.20349 -0.21233
C -1.60616 -3.08219 -1.71753
Te -0.36036 -1.30499 -1.16863
N 0.88274 0.72291 -0.71873
C 2.02884 0.13261 -0.84583
O 2.10324 -1.09549 -1.12973
C 3.31524 0.89001 -0.81453
C 3.58464 1.90391 0.09587
C 4.83634 2.49691 0.11517
C 5.81624 2.09971 -0.78163
C 5.53954 1.10771 -1.70833
C 4.29904 0.49901 -1.71933
C -0.22566 -1.74739 0.90327
C -0.79106 -0.89809 1.80657
C -1.73706 0.20061 1.45687
C -0.53526 -1.04469 3.28037
C 0.44434 -2.11889 3.62317
C 0.82154 -2.25259 5.06007
C 0.92084 -2.94629 2.65397
C 0.59484 -2.82499 1.29297
C 1.13534 -3.78389 0.29157
C -1.13106 -3.99069 -2.66113
C 0.24464 -3.90249 -3.24713
C -1.96706 -5.02589 -3.06583
H -5.14636 -6.16009 -2.65253
H -3.74276 -7.22509 -2.74943
H -4.19536 -6.25349 -4.14023
H -4.70356 -4.31369 -1.24133
H -4.49286 -2.30749 -0.09403
H -3.19406 -1.18969 -0.55203
H -2.94336 -2.36559 0.75607
H 2.84464 2.17891 0.84567
H 5.06244 3.25561 0.85147
H 6.79734 2.54981 -0.74193
H 6.29634 0.78751 -2.40913
H 4.08264 -0.29149 -2.42053
H -1.71906 0.36581 0.37167
H -1.45996 1.10131 2.01167
H -2.75326 -0.06429 1.76497
H -1.49556 -1.24499 3.79407
H 0.34814 -1.47499 5.65117
H 1.89864 -2.15959 5.18267
H 0.52364 -3.22759 5.44877
H 1.60954 -3.72969 2.93657
H 1.62164 -4.61889 0.78977
H 1.86474 -3.28009 -0.34523
H 0.33324 -4.17179 -0.34153
H 0.83744 -3.13549 -2.73963
H 0.17914 -3.65709 -4.30593
H 0.75474 -4.86049 -3.16393
H -1.59906 -5.73559 -3.79233


No. 7
16
Properties=species:S:1:pos:R:3 method="wB97M-V/def2-TZVPD" lumo_ev=0.55
C 2.29587 0.35530 -0.29747
N 0.87710 0.13328 -0.43085
C 0.10024 0.03618 0.57477
O 0.28613 0.58502 1.81382
C -1.25165 -0.51688 0.37014
C -1.44174 -0.49490 -1.36855
O -2.28214 0.09515 1.08172
H 2.81633 -0.45822 -0.80574
H 2.69006 0.42020 0.72703
H 2.55214 1.28134 -0.81829
H 1.11220 1.08455 1.84040
H -1.24939 -1.59896 0.54425
H -1.52447 0.54441 -1.66239
H -2.39044 -1.00451 -1.50299
H -0.67421 -1.04990 -1.89175
H -1.91603 0.58795 1.82590


No. 8
8
Properties=species:S:1:pos:R:3 method="wB97M-V/def2-TZVPD" s_squared=2.006 lumo_ev="0.64 / -2.37" multiplicity=3
C -0.40622 -0.18172 0.49514
C 1.52090 1.15422 -0.24287
N 0.80583 -0.33670 0.20196
O 1.28561 2.12756 0.35729
S 1.98380 -1.40663 -0.02704
H -0.88577 -1.15441 0.62343
H -1.00933 0.70407 0.62274
H 2.33467 0.85306 -0.95389


No. 9
135
Properties=species:S:1:pos:R:3 method="wB97M-V/def2-TZVPD" total_charge=+1 lumo_ev=-2.70
C 5.26387 -1.14421 3.33753
C 4.52526 -1.95248 2.30782
O 3.84332 -2.90405 2.54452
O 4.70050 -1.47970 1.03614
C 3.57125 -1.53724 0.16330
C 3.19315 -0.13134 -0.28444
C 3.07364 0.85527 0.87783
C 4.12762 1.99839 0.92800
N 3.61053 3.33492 0.70949
C 2.39104 3.72696 1.40333
C 1.65004 2.53434 1.99188
C 0.23992 2.86211 2.45524
C -0.79896 3.10787 1.33783
C -2.15310 2.49684 1.69554
C -2.19891 0.96061 1.66124
N -3.40615 0.43948 1.00035
C -3.12105 -0.10306 -0.32522
C -4.12402 -0.41883 1.87555
C -4.29378 -1.87242 1.50901
O -4.55285 0.03126 2.90735
N 1.69079 1.45791 0.93378
H 5.95248 -0.44122 2.87468
H 5.78819 -1.80638 4.02154
H 4.51971 -0.57581 3.90021
H 2.74333 -2.07601 0.62720
H 3.85573 -2.11023 -0.71951
H 2.24018 -0.23257 -0.81559
H 3.92996 0.20905 -1.01198
H 3.15115 0.29576 1.81266
H 4.67905 1.93734 1.86853
H 4.85753 1.80791 0.14346
H 3.58481 3.57084 -0.26978
H 2.56048 4.45349 2.20321
H 1.72705 4.21956 0.68461
H 2.21701 2.11503 2.82635
H -0.10841 2.08831 3.14526
H 0.32287 3.77135 3.05521
H -0.94332 4.18315 1.23117
H -0.46175 2.69833 0.37675
H -2.92770 2.89638 1.04423
H -2.38401 2.83478 2.70991
H -1.31534 0.56483 1.13227
H -2.17679 0.56767 2.67747
H -4.03555 -0.47082 -0.78356
H -2.73067 0.70220 -0.94917
H -2.38240 -0.91553 -0.30581
H -3.34280 -2.31335 1.20501
H -4.68110 -2.40687 2.37130
H -4.98296 -1.98655 0.67065
H 1.01948 0.72569 1.16884
H 1.44465 1.87325 0.03391
C 4.85488 -1.65522 -4.65717
O 3.96728 -1.05680 -5.61526
C 2.84416 -0.56460 -5.11374
O 2.52710 -0.56962 -3.94622
O 2.12333 -0.06291 -6.11088
C 0.86587 0.50128 -5.72982
H 5.70651 -2.01353 -5.22320
H 5.17037 -0.91441 -3.92290
H 4.37196 -2.49602 -4.16665
H 1.01289 1.33125 -5.04056
H 0.23212 -0.25451 -5.26958
H 0.41449 0.85706 -6.65012
C -5.28241 -7.22957 5.47701
O -5.95100 -6.04825 5.93554
C -5.78732 -4.98211 5.15726
O -5.14554 -4.94500 4.13614
O -6.46078 -3.96504 5.69007
C -6.39301 -2.75753 4.92102
H -5.51164 -7.99705 6.20910
H -5.65322 -7.52209 4.49644
H -4.20796 -7.06493 5.42765
H -6.83163 -2.90651 3.93559
H -5.36043 -2.42739 4.82432
H -6.96629 -2.01681 5.46868
C 6.26318 -0.65435 -7.86361
O 7.68631 -0.74976 -7.71889
C 8.31240 -1.24586 -8.78761
O 7.78375 -1.60720 -9.80678
O 9.61789 -1.28945 -8.52699
C 10.41330 -1.83178 -9.58900
H 5.89700 -0.27052 -6.91869
H 6.00358 0.03219 -8.66714
H 5.82809 -1.63241 -8.06056
H 10.31110 -1.22976 -10.48932
H 10.11783 -2.85745 -9.80178
H 11.43758 -1.80196 -9.23149
C 4.70162 -6.69516 -4.16908
O 5.73089 -6.86609 -5.14677
C 6.19466 -5.73607 -5.67174
O 5.82135 -4.62312 -5.38678
O 7.13475 -6.04048 -6.55758
C 7.72544 -4.91453 -7.21810
H 4.43711 -7.69659 -3.84532
H 5.06894 -6.11328 -3.32526
H 3.83589 -6.20186 -4.60774
H 8.20509 -4.25497 -6.49668
H 6.97252 -4.36339 -7.77961
H 8.46685 -5.32067 -7.89845
C -8.68603 -5.38232 3.29900
O -9.11316 -4.08677 2.86413
C -9.94060 -4.10493 1.81782
O -10.32751 -5.08846 1.24399
O -10.26207 -2.84679 1.51779
C -11.16286 -2.71971 0.41089
H -8.03322 -5.20557 4.14623
H -9.53521 -5.98715 3.61053
H -8.14121 -5.89302 2.50711
H -12.10274 -3.22471 0.62372
H -10.72106 -3.13774 -0.49153
H -11.32902 -1.65385 0.29016
C -4.09797 5.82420 1.45456
O -2.77999 6.21396 1.04274
C -2.52411 7.51566 1.17163
O -3.28127 8.34516 1.59950
O -1.27574 7.73889 0.75278
C -0.87003 9.11303 0.83153
H -4.14061 4.74843 1.31770
H -4.25143 6.05604 2.50644
H -4.86762 6.30140 0.85180
H -0.90652 9.46416 1.86088
H -1.51094 9.73583 0.21148
H 0.15015 9.13979 0.46177
C -1.93806 3.87053 6.82178
O -1.96963 5.29183 6.96809
C -2.32974 5.95609 5.87236
O -2.60041 5.45910 4.80536
O -2.34396 7.25317 6.14709
C -2.72950 8.09341 5.04879
H -1.63365 3.48288 7.78874
H -2.92234 3.48846 6.55761
H -1.21641 3.58098 6.05835
H -3.73749 7.85458 4.71746
H -2.03625 7.97807 4.21785
H -2.69164 9.10800 5.43106


No. 10
22
Properties=species:S:1:pos:R:3 method="wB97M-V/def2-TZVPD" total_charge=+1 lumo_ev=-6.01
C -1.57114 -1.28440 -0.76164
C -0.36254 -1.95494 -0.67462
C 0.74707 -1.68554 0.58994
C 1.42299 -0.34922 0.26796
N 1.78669 0.03237 -1.08125
C 1.33428 1.48805 -1.14766
N 1.92113 2.38169 -0.37324
N -4.13516 1.05592 2.53918
H -2.00037 -0.77905 0.28679
H -1.66920 -0.40093 -1.49845
H -0.21882 -0.68951 -0.75973
H 0.11617 -2.22873 -1.63788
H 1.55112 -2.43542 0.71682
H 0.08753 -1.38440 1.40627
H 0.68534 0.47874 0.64786
H 2.01727 -0.05294 1.29953
H 2.41966 -0.61063 -1.53678
H 0.69076 1.62474 -2.00102
H 2.33614 2.17454 -1.37152
H -4.05291 0.50738 1.69510
H -4.82346 1.74800 2.37285
H -3.45880 0.88868 3.26938


No. 11
16
Properties=species:S:1:pos:R:3 method="wB97M-V/def2-TZVPD" s_squared=12.023 total_charge=+2 lumo_ev="-10.66 / -12.61" multiplicity=7
C 0.95880 -1.35504 -1.75288
O -0.24177 -0.78580 -1.86775
H 1.27113 -1.35614 -0.33025
H 1.10558 -2.26096 -2.36754
H 1.75899 -0.61800 -1.95723
O -0.69290 -0.89645 1.07330
C 0.54000 -0.73028 1.40219
C 0.85663 0.74051 1.57683
O 0.34369 1.41407 0.43170
C -0.45563 2.50104 0.58989
Fe -1.20306 0.07910 -0.55350
H 0.92934 -1.34242 2.23415
H 1.94720 0.88618 1.59067
H 0.42793 1.10199 2.52464
H -0.61718 3.05979 -0.33125
H -0.79476 2.71635 1.60527


No. 12
16
Properties=species:S:1:pos:R:3 method="wB97M-V/def2-TZVPD" lumo_ev="-2.53 / -2.53"
C -0.92988 -1.82120 -4.41071
N 1.03484 -0.08626 -1.60558
N -1.06433 -0.36540 0.23681
O -0.86893 -2.63332 -1.87882
O -2.13599 -0.57422 -2.37903
O 1.35316 0.16572 0.94405
O 0.83425 -2.10416 0.16775
F -1.36296 -3.06684 -4.48334
F 0.27606 -1.74094 -4.94585
F -1.75812 -1.02601 -5.06098
P 0.52653 -0.57974 -0.19464
S -0.94461 -1.35124 -2.53205
H -1.59358 0.25886 -0.35174
H -1.19147 -0.18121 1.22157
H 2.24500 0.35510 0.64686
H 0.33963 -2.70255 -0.40737